1.
Computed, not measured: the ion C9H14N4P with charge +1 at a distorted geometry, with ωB97M-V/def2-TZVPD.

Output
spin multiplicity: 3
total energy: -911.25590 a.u.
⟨S²⟩: 2.010
charge: +1

Each line ends with the Löwdin spin population.
Atoms and positions in Å:
P 0.071 -1.525 -0.087  0.689
N 2.670 -0.604 0.011  0.228
N 1.253 1.101 -0.213  0.214
N -2.638 -0.523 -0.390  0.007
N -0.984 0.981 0.326  0.030
C -3.050 -1.872 0.062  0.017
C 3.208 -1.838 0.180  0.026
C 1.306 -0.285 -0.083  0.383
C -1.259 -0.262 -0.577  0.116
C 0.026 1.851 -0.214  0.031
C 2.522 1.606 -0.242  0.095
C -3.244 0.560 0.152  0.002
C -2.382 1.567 0.416  0.004
C 3.372 0.577 -0.086  0.053
H -2.391 -2.124 0.917  0.014
H -1.112 0.122 -1.676  0.020
H -0.488 0.609 1.213  0.012
H -3.208 -2.595 -0.722  0.001
H 4.527 0.639 -0.195  0.003
H -3.950 -1.759 0.604  0.000
H 2.944 2.634 -0.150  0.008
H -0.288 1.918 -1.229  0.013
H 2.603 -2.618 -0.468  0.013
H 3.162 -2.198 1.244  0.015
H -4.294 0.437 0.341  0.000
H -2.712 2.521 0.616  0.001
H 4.247 -1.702 -0.110  0.001
H 0.087 2.780 0.359  0.005

---

2.
Computed, not measured: a structure of composition C3H5N3S at a distorted geometry, with ωB97M-V/def2-TZVPD.

Output
relative energy (zero: lowest compared OMol25 entry of this formula, charge and spin): 458.8 kJ/mol
total energy: -679.61045 a.u.
charge: 0

Each line ends with the Löwdin charge.
Atoms and positions in Å:
S -2.284 -0.649 -0.207  0.684
N 0.601 -0.594 0.351  -0.082
N 2.971 -0.215 -0.167  0.046
N 0.841 1.740 -0.118  0.131
C 1.861 -0.913 0.046  -0.401
C -1.554 0.780 0.278  -0.498
C 0.038 0.762 0.070  -0.474
H 0.228 2.615 -0.318  0.088
H -0.210 -1.300 1.054  0.227
H 1.685 -2.151 -0.126  0.151
H 3.696 -0.956 -0.455  0.056
H -1.812 1.878 0.334  0.071

---

3.
Computed, not measured: a structure of composition C26H22BN5O3Zn at a distorted geometry, with ωB97M-V/def2-TZVPD.

Output
relative energy (zero: lowest compared OMol25 entry of this formula, charge and spin): 468.8 kJ/mol
total energy: -3307.51708 a.u.
charge: -2

Each line ends with the Löwdin charge.
Atoms and positions in Å:
Zn 0.131 -0.082 0.020  0.398
O -0.364 -1.527 0.896  -0.692
O -0.137 2.008 2.370  0.060
O 1.607 0.501 2.809  0.057
N 1.948 -1.123 -0.038  0.013
N -0.414 -0.817 -1.611  -0.039
N -1.786 0.460 0.444  0.008
N -2.711 0.615 -0.548  -0.041
N 1.959 -2.363 -0.592  -0.049
C -0.086 -2.035 -2.095  -0.216
C -3.959 0.797 -0.022  -0.099
C -2.819 1.572 -4.131  -0.316
C -3.162 1.389 -2.796  -0.006
C 0.879 3.396 5.620  -0.141
C -3.721 2.363 -5.046  -0.084
C 1.068 -2.784 -1.647  -0.072
C 0.130 3.295 4.443  -0.019
C -2.339 0.678 -1.926  -0.088
C 3.539 -2.366 0.952  -0.075
C 2.924 -3.128 -0.003  -0.097
C -1.147 0.044 -2.405  -0.228
C 1.916 2.501 5.882  -0.140
C -2.478 0.443 1.565  -0.151
C 1.476 1.398 3.814  -0.238
C -1.602 1.071 -4.578  -0.080
C -0.901 -2.695 -3.042  -0.035
C 0.966 -5.890 -3.870  -0.092
C -3.845 0.664 1.341  -0.072
C 2.882 -1.128 0.884  -0.162
C -0.789 0.334 -3.733  -0.034
C 1.369 -4.004 -2.248  -0.016
C 2.226 1.484 4.972  -0.016
C 0.450 2.285 3.554  -0.250
C 0.583 -4.570 -3.247  -0.328
C -0.582 -3.913 -3.610  -0.091
B 0.583 0.850 1.835  -0.419
H -1.824 -2.221 -3.353  0.106
H -3.588 3.436 -4.882  0.068
H 3.037 -0.245 1.463  0.086
H 0.652 4.178 6.336  0.076
H -4.071 1.851 -2.429  0.099
H 0.660 -6.723 -3.228  0.065
H -4.769 2.108 -4.869  0.065
H 2.486 2.593 6.799  0.077
H -4.640 0.701 2.067  0.074
H -0.676 3.985 4.232  0.104
H -3.508 2.144 -6.094  0.061
H 0.493 -6.015 -4.847  0.058
H 2.047 -5.946 -4.026  0.061
H 2.264 -4.544 -1.965  0.088
H -1.956 0.275 2.488  0.105
H -1.281 1.230 -5.603  0.095
H 4.333 -2.666 1.615  0.072
H -4.818 0.936 -0.657  0.090
H -1.252 -4.334 -4.354  0.093
H 3.076 -4.155 -0.280  0.089
H 0.138 -0.076 -4.114  0.115
H 3.028 0.784 5.168  0.105

---

4.
Computed, not measured: a cluster of 2 separate species, CH7BrN3 in total at a distorted geometry, with ωB97M-V/def2-TZVPD.

Output
relative energy (zero: lowest compared OMol25 entry of this formula, charge and spin): 111.4 kJ/mol
total energy: -2780.28610 a.u.
charge: +1

Each line ends with the Löwdin charge.
Atoms and positions in Å:
Br 3.168 0.068 -0.268  0.801
N 1.697 -0.832 0.526  -0.368
N 0.043 1.372 0.131  0.069
N -0.505 -1.464 0.472  0.149
C 0.558 -0.841 -0.056  -0.372
H -1.229 -1.792 -0.133  0.117
H 1.782 -0.720 1.580  0.147
H 0.519 1.713 0.881  0.009
H -0.889 1.768 0.010  0.084
H 0.392 -0.667 -1.106  0.144
H -0.639 -1.970 1.374  0.159
H 0.596 1.836 -0.600  0.061